(1)
{
  "formula": "C58H95NO22",
  "method": "ωB97M-V with the def2-TZVPD basis set",
  "symbols": ["H", "C", "H", "C", "H", "H", "H", "C", "H", "O", "C", "C", "C", "C", "C", "H", "H", "H", "O", "H", "H", "O", "H", "C", "H", "C", "H", "C", "C", "O", "H", "H", "H", "H", "H", "H", "C", "H", "C", "H", "H", "H", "H", "C", "H", "H", "H", "O", "H", "C", "H", "H", "H", "H", "C", "H", "O", "H", "H", "C", "H", "H", "H", "H", "H", "H", "H", "C", "C", "O", "H", "H", "O", "O", "H", "C", "C", "C", "O", "O", "C", "O", "H", "H", "O", "C", "C", "C", "H", "H", "H", "O", "C", "H", "O", "H", "C", "H", "C", "C", "H", "H", "C", "H", "O", "H", "H", "H", "H", "H", "H", "O", "O", "H", "H", "C", "H", "H", "C", "H", "H", "H", "H", "H", "C", "H", "C", "H", "C", "C", "C", "C", "C", "O", "H", "H", "C", "H", "C", "C", "H", "C", "H", "H", "C", "H", "N", "H", "O", "O", "C", "C", "H", "C", "H", "O", "C", "H", "C", "H", "C", "H", "C", "C", "C", "H", "H", "H", "H", "H", "C", "H", "C", "C", "H", "H"],
  "xyz": [[-5.23, -7.23, 9.24], [1.97, 2.76, 3.41], [-14.02, -0.16, -3.67], [-3.76, 2.11, -1.35], [0.39, -5.11, -0.11], [6.74, 5.35, -7.28], [10.63, 6.10, 3.29], [-3.36, 2.11, 0.13], [-3.45, -6.56, 3.28], [1.30, -2.91, -1.05], [1.46, -0.02, 2.04], [4.00, 0.03, -1.36], [4.73, 1.94, -2.86], [-3.30, -9.77, -6.24], [4.90, 7.14, -3.17], [-4.14, -5.79, -2.51], [3.84, 7.05, -3.42], [-3.99, -3.32, 6.30], [-2.32, -8.62, -4.33], [-2.97, 1.11, 0.36], [-2.39, -3.73, 5.65], [-6.34, 0.84, -1.01], [-12.31, 0.21, -3.93], [4.10, 6.64, -11.05], [-7.44, 2.24, 0.05], [10.25, 3.55, 4.04], [2.58, -4.35, -1.72], [-2.36, -6.63, 3.19], [5.22, 3.22, -2.98], [-2.56, -6.60, -3.60], [-4.98, 3.53, -2.46], [5.69, 3.97, 0.29], [7.65, 2.64, 3.14], [0.30, 1.65, 4.19], [3.95, 1.94, 3.28], [-7.28, -2.53, -3.31], [0.57, -4.90, -2.26], [-3.62, -10.75, -6.60], [11.37, 5.58, 3.90], [-0.09, -4.56, -3.05], [12.37, 5.93, 3.63], [2.04, -1.37, -2.27], [-3.66, 4.00, 1.92], [4.56, 1.39, -1.60], [4.03, 7.12, -12.03], [1.56, 2.99, 2.43], [-7.14, 2.40, -2.11], [6.18, 7.75, -8.50], [5.51, 7.40, -6.57], [1.89, -0.77, -0.21], [-2.01, -7.53, 3.70], [1.89, -4.53, 2.66], [0.41, -1.15, -1.65], [-3.69, -4.94, 5.62], [-3.77, -4.92, 8.30], [8.38, 1.47, 2.05], [-11.46, -2.30, -3.18], [4.46, 1.36, -3.73], [1.70, -5.00, 5.11], [1.26, -4.10, 4.68], [2.99, -3.48, 3.56], [-4.92, -5.11, 10.54], [-0.75, 4.88, 2.03], [2.53, 3.63, 3.74], [-1.91, 3.59, -0.43], [-4.13, -9.08, -6.35], [-3.79, -7.91, 10.00], [-3.22, -7.70, -3.99], [4.92, 2.13, -0.48], [-2.80, -4.57, 7.46], [-2.06, -10.58, -4.69], [-2.25, 3.26, 4.11], [4.52, 6.21, -8.48], [-9.30, -2.39, -3.29], [2.86, 0.94, 4.22], [5.42, 3.41, -0.59], [3.07, -0.04, -0.18], [-0.15, 3.73, 4.38], [-3.20, -5.38, 9.42], [-4.95, -4.84, 8.09], [-4.11, -5.82, 10.43], [-0.15, -4.29, 4.48], [-3.89, 1.08, -1.69], [-2.85, 5.14, 0.85], [10.34, 2.28, 3.67], [2.94, 1.55, 3.32], [1.94, -3.71, 3.39], [-4.62, -7.22, 10.15], [0.82, 0.00, 2.91], [1.35, -3.30, 5.41], [1.87, -3.35, -3.01], [5.53, 1.58, 1.74], [3.44, 0.70, 0.96], [8.20, 6.30, -7.54], [0.23, -6.35, 3.65], [-6.80, 0.90, 0.98], [-12.67, -1.62, -2.85], [5.35, 3.64, -3.97], [-2.86, -9.86, -4.80], [5.20, 7.03, -9.04], [3.56, 6.17, -0.66], [-2.48, -9.42, -6.87], [1.41, -1.55, -1.40], [-5.96, 1.38, -2.94], [-4.41, -7.82, -4.01], [7.56, 6.09, -5.90], [-3.53, -5.81, 11.36], [1.27, 2.44, 5.42], [3.14, 6.68, -10.55], [1.48, -2.84, 2.93], [8.92, 1.66, 5.06], [9.35, 4.06, 4.65], [4.29, -0.92, -2.05], [-4.25, 2.26, 0.74], [9.58, 0.43, 3.99], [5.55, 3.98, -1.86], [1.00, -5.85, -2.57], [4.42, 5.61, -11.18], [6.45, 7.48, -7.12], [-2.75, -4.74, -2.82], [0.17, -1.29, 0.96], [5.18, 8.17, -2.95], [-7.91, -0.94, -3.79], [-12.59, -1.17, -1.86], [-10.33, -1.64, -2.90], [-3.68, -10.17, -4.15], [-0.26, -5.13, -0.99], [-1.41, 2.58, 0.92], [-1.37, 3.42, 3.48], [1.10, -0.74, 0.93], [-5.09, 2.84, -1.62], [-3.40, -5.50, -3.25], [8.05, 1.63, 3.07], [5.09, 7.37, -10.33], [4.26, 7.77, -0.69], [-0.99, -4.34, -0.88], [9.21, 1.45, 4.03], [11.19, 5.77, 4.95], [-2.25, 3.12, 0.49], [-2.70, 4.24, 1.45], [-2.98, 2.56, -1.96], [0.85, 2.56, 4.42], [7.25, 0.93, 3.30], [0.35, 4.63, 4.03], [4.51, 6.71, -0.70], [5.50, 6.75, -3.99], [6.02, 5.30, -2.04], [-3.89, -5.10, -4.14], [11.35, 4.18, 3.61], [-1.84, -5.45, 3.81], [4.71, 1.49, 0.85], [-7.24, 1.17, 0.02], [-13.43, -2.40, -2.79], [2.64, 0.73, 2.09], [-7.91, -1.42, -2.07], [-10.26, -0.55, -2.39], [-0.51, -5.45, 3.95], [-2.08, -6.66, 2.14], [-3.26, -4.11, 6.18], [-1.17, 2.52, 2.91], [1.67, -3.84, -2.05], [-5.37, 3.40, -0.73], [-1.67, 4.58, 2.53], [5.20, 6.29, -1.97], [-8.03, -1.77, -3.10], [-0.74, -6.10, -0.99], [6.99, 8.34, -6.74], [5.07, 6.42, 0.18], [-0.51, 3.90, 5.40], [-2.05, 5.41, 3.13], [7.29, 6.23, -6.95], [-8.18, 0.64, -0.10], [-13.04, -0.59, -3.89], [-6.19, 1.86, -1.98], [-13.08, -1.05, -4.88], [-5.23, -7.57, 10.98]],
  "mulliken_charge": [0.31, -0.58, 0.35, -0.82, 0.34, 0.29, 0.29, -0.84, 0.25, -0.09, -0.62, -0.34, -1.24, -1.10, -1.01, 0.33, 0.35, 0.36, -0.35, 0.32, 0.06, -0.29, 0.31, -0.63, 0.39, 0.81, 0.23, -0.68, -0.26, -0.26, 0.37, 0.53, 0.30, 0.21, 0.05, 0.27, -0.41, 0.36, -0.64, 0.15, 0.22, 0.49, 0.42, 0.41, 0.22, 0.21, 0.47, -0.34, 0.31, 0.91, 0.34, 0.33, 0.21, 0.21, 0.76, 0.28, -0.38, 0.51, 0.35, -0.40, 0.45, 0.32, 0.38, 0.54, 0.52, 0.31, 0.29, 0.75, 0.53, -0.30, 0.30, 0.40, -0.56, -0.36, 0.64, -0.28, 0.15, -1.07, -0.37, -0.56, -0.18, -0.32, 0.45, 0.31, -0.35, -0.84, -1.05, -1.09, 0.69, 0.38, 0.37, -0.53, 0.57, 0.35, -0.59, 0.29, -0.17, 0.57, -0.18, 0.76, 0.31, 0.29, -1.00, 0.40, -0.56, 0.38, 0.29, 0.38, 0.30, 0.20, 0.34, -0.56, -0.59, 0.33, 0.33, -0.23, 0.36, 0.29, -0.21, 0.14, 0.75, 0.46, 0.29, 0.31, 0.78, 0.32, -1.07, -0.22, -0.18, -1.15, -0.70, -0.68, -0.84, -0.34, 0.42, 0.29, -0.43, 0.30, 0.12, -0.96, 0.51, -0.63, 0.32, 0.54, -1.36, -0.04, -0.54, 0.33, -0.34, -0.23, -0.41, -0.81, 0.30, 0.66, 0.24, -0.57, 0.76, 0.20, -0.44, 0.06, -0.58, 0.35, -0.96, 0.90, -0.56, 0.37, 0.34, 0.33, 0.35, 0.35, -1.16, 0.20, -1.09, -0.76, 0.29, 0.35],
  "charge": 0,
  "e_homo_ev": -8.5975,
  "smiles": "CCCOCc1ccc(CCCCCCCCCCCCOC)c2c1C(=O)c1ccc(N=C(C)C)cc1C2=O.CCOC(=O)OC.CCOC(=O)OC.CCOC(=O)OC.CCOC(=O)OC.CCOC(=O)OC.CCOC(=O)OC"
}

(2)
{
  "formula": "C5H28N2O9",
  "method": "ωB97M-V with the def2-TZVPD basis set",
  "symbols": ["O", "N", "H", "H", "H", "H", "H", "H", "H", "C", "H", "N", "O", "H", "H", "O", "H", "H", "O", "H", "H", "H", "H", "H", "H", "O", "C", "H", "O", "H", "O", "H", "H", "C", "H", "C", "H", "O", "C", "H", "O", "H", "H", "H"],
  "xyz": [[-1.78, -2.52, 2.21], [0.00, 0.76, 0.46], [-0.62, -3.77, 0.09], [2.93, 0.47, -3.82], [-0.27, 0.30, 1.31], [1.21, -0.78, -0.41], [-4.40, -2.04, -0.06], [2.06, 4.09, -1.25], [-0.04, -0.15, 3.09], [2.31, 0.25, 1.10], [-1.72, -0.90, -2.10], [1.90, -0.84, 2.04], [0.63, -1.43, -2.84], [1.14, -2.18, -2.51], [2.01, 1.59, -3.15], [0.24, -4.13, 0.37], [-2.30, -3.34, 2.28], [-0.65, 1.29, -1.43], [2.67, 3.35, -1.24], [2.63, -1.03, 2.71], [0.64, 2.70, -0.19], [-2.85, 1.10, 0.64], [2.85, 3.22, -0.30], [1.24, -0.69, -2.96], [-2.11, -2.29, 1.32], [-3.69, -1.44, -0.33], [-1.02, 0.71, -0.57], [-2.96, 1.55, -1.04], [0.45, 3.60, 0.06], [-1.57, -0.37, 3.53], [2.03, 0.79, -3.69], [0.08, 3.40, 0.93], [2.19, 1.17, 1.72], [-2.30, 1.54, -0.19], [-4.07, -0.57, -0.06], [1.25, 0.26, -0.04], [-2.04, 2.58, 0.08], [-1.12, -1.60, -0.30], [-1.35, -0.73, -1.10], [1.79, -1.72, 1.55], [-0.87, 0.27, 3.36], [3.28, 0.05, 0.63], [1.65, 0.89, -0.84], [0.52, -3.40, 0.94]],
  "mulliken_charge": [-0.56, 0.36, 0.34, 0.33, -0.03, 0.13, 0.28, 0.30, 0.38, -0.84, 0.48, -0.49, -0.61, 0.31, 0.29, -0.67, 0.29, 0.15, -0.64, 0.23, 0.37, 0.29, 0.30, 0.34, 0.32, -0.56, 0.77, 0.49, -0.77, 0.29, -0.72, 0.35, 0.35, -1.79, 0.28, 0.33, 0.27, -0.44, -0.41, 0.09, -0.69, 0.35, -0.18, 0.34],
  "charge": 0,
  "relative_energy_ev": 3.590,
  "e_homo_ev": -9.0242,
  "smiles": "C[C@H](C=O)NCCN.O.O.O.O.O.O.O.O"
}

no.,gap between HOMO and LUMO (eV)
1,8.154
2,9.290